1.
Entry from OMol25: C2HFLi2NaO2 as an isolated structure at a distorted geometry (the ωB97M-V functional and the def2-TZVPD basis).

Cartesian coordinates (Å):
O  0.608  -0.195  -0.342
C  -0.557  -0.047  -0.576
C  -1.873  -0.196  -0.730
O  -2.505  -1.315  -1.002
Li  2.073  0.807  0.494
F  3.401  1.547  1.301
H  -2.425  0.736  -0.520
Na  -2.840  -3.741  -1.201
Li  4.118  2.404  2.575

Gap between HOMO and LUMO   0.204 Eh
Energy above the lowest of the compared OMol25 structures with the same formula, charge and spin   8.5 kJ/mol
Net charge   +1



2.
Entry from OMol25: C21H16BCl5N5O3S4Sr as an isolated structure at a distorted geometry (the ωB97M-V functional and the def2-TZVPD basis).

Cartesian coordinates (Å):
Sr  0.353  -1.171  -0.117
Cl  5.962  0.878  4.721
C  4.543  0.512  3.809
C  4.630  0.246  2.443
Cl  6.166  0.277  1.664
C  3.492  -0.042  1.710
Cl  3.573  -0.366  0.017
C  2.199  -0.079  2.294
O  1.152  -0.322  1.615
C  2.155  0.199  3.688
Cl  0.597  0.174  4.416
C  3.290  0.488  4.424
Cl  3.162  0.823  6.108
C  2.366  4.626  -0.811
N  1.352  4.034  -1.648
C  0.964  4.443  -2.911
C  -0.015  3.600  -3.305
N  -0.234  2.680  -2.303
B  -1.304  1.548  -2.280
N  -2.280  1.924  -1.111
C  -2.765  3.209  -0.981
C  -3.361  3.330  0.223
N  -3.250  2.100  0.837
C  -3.671  1.764  2.176
C  -2.592  1.245  0.007
S  -2.381  -0.392  0.417
C  0.601  2.954  -1.277
S  0.722  2.172  0.216
H  3.001  5.269  -1.418
H  2.953  3.833  -0.351
H  1.910  5.207  -0.007
H  1.413  5.286  -3.407
H  -0.571  3.568  -4.226
H  -1.891  1.560  -3.329
H  -0.750  0.503  -2.030
H  -2.623  3.939  -1.758
H  -3.848  4.165  0.693
H  -4.065  2.660  2.651
H  -2.821  1.384  2.741
H  -4.436  0.988  2.149
O  2.211  -4.256  0.217
S  0.889  -3.779  -0.046
O  0.265  -3.029  1.033
N  0.817  -2.910  -1.411
C  -0.202  -3.316  -2.184
S  -0.658  -2.587  -3.595
C  -0.895  -4.531  -1.671
C  -2.022  -5.154  -2.182
C  -2.526  -6.256  -1.508
C  -1.917  -6.734  -0.350
C  -0.798  -6.102  0.173
C  -0.309  -5.008  -0.509
H  -2.485  -4.766  -3.079
H  -3.417  -6.746  -1.878
H  -2.332  -7.596  0.157
H  -0.317  -6.445  1.080

Gap between HOMO and LUMO   0.242 Eh
Energy above the lowest of the compared OMol25 structures with the same formula, charge and spin   272.3 kJ/mol
Net charge   -1



3.
Entry from OMol25: a 4-piece molecular cluster, C27H63N2O11 overall at a distorted geometry (the ωB97M-V functional and the def2-TZVPD basis).

Cartesian coordinates (Å):
C  0.630  4.150  -0.935
C  -0.698  3.197  -0.757
C  -0.396  1.580  -0.879
C  0.339  1.188  -2.330
C  0.484  -0.445  -2.329
N  1.797  -0.960  -2.922
N  2.337  -0.109  -3.893
C  2.805  -1.407  -1.873
C  3.250  -0.243  -0.810
O  3.462  -0.925  0.510
C  2.394  -0.493  1.467
C  2.351  1.035  2.142
O  1.406  -1.321  1.886
H  1.590  3.760  -0.392
H  0.846  4.365  -2.088
H  0.349  5.207  -0.460
H  -1.302  3.488  0.229
H  -1.411  3.459  -1.678
H  0.338  1.284  0.009
H  -1.377  0.927  -0.692
H  -0.318  1.621  -3.206
H  1.350  1.780  -2.331
H  0.263  -0.957  -1.286
H  -0.366  -0.855  -3.060
H  1.529  -1.845  -3.449
H  2.856  0.691  -3.469
H  1.625  0.190  -4.594
H  3.779  -1.754  -2.462
H  2.412  -2.369  -1.290
H  2.451  0.587  -0.610
H  4.293  0.268  -1.076
H  2.782  1.044  3.233
H  3.023  1.700  1.415
H  1.224  1.358  2.155
C  2.595  -7.054  -6.074
O  1.985  -7.183  -4.799
C  2.372  -6.154  -3.888
C  1.187  -5.728  -3.012
O  0.191  -4.954  -3.695
C  -0.586  -5.639  -4.687
C  -1.557  -6.679  -4.127
O  -0.855  -7.828  -3.654
C  -1.398  -8.361  -2.457
H  3.641  -7.379  -6.023
H  2.054  -7.694  -6.777
H  2.533  -6.025  -6.444
H  2.760  -5.278  -4.418
H  3.166  -6.565  -3.255
H  1.575  -5.071  -2.226
H  0.735  -6.577  -2.500
H  0.058  -6.058  -5.463
H  -1.180  -4.860  -5.181
H  -2.228  -7.017  -4.922
H  -2.163  -6.223  -3.331
H  -1.579  -7.572  -1.720
H  -0.668  -9.056  -2.033
H  -2.323  -8.901  -2.673
C  -0.289  -0.899  5.781
O  -0.569  -2.234  5.389
C  0.418  -2.777  4.513
C  0.668  -4.257  4.825
O  1.399  -4.495  6.036
C  0.725  -4.188  7.264
C  -0.438  -5.123  7.600
O  -1.552  -4.879  6.742
C  -2.221  -6.065  6.345
H  -0.522  -0.210  4.960
H  -0.920  -0.656  6.642
H  0.755  -0.784  6.091
H  1.364  -2.229  4.589
H  0.033  -2.678  3.492
H  1.297  -4.664  4.024
H  -0.254  -4.838  4.808
H  0.425  -3.139  7.290
H  1.482  -4.302  8.048
H  -0.774  -4.933  8.624
H  -0.100  -6.166  7.532
H  -1.510  -6.824  6.004
H  -2.877  -5.819  5.506
H  -2.824  -6.450  7.170
C  -3.144  11.055  -2.604
O  -3.229  10.361  -1.369
C  -3.881  9.097  -1.483
C  -3.211  8.055  -0.578
O  -1.930  7.603  -1.039
C  -0.860  8.556  -0.999
C  -0.394  8.929  0.409
O  -1.361  9.748  1.066
C  -1.512  9.440  2.442
H  -4.119  11.489  -2.857
H  -2.411  11.861  -2.494
H  -2.799  10.399  -3.409
H  -3.871  8.734  -2.516
H  -4.920  9.240  -1.169
H  -3.848  7.163  -0.572
H  -3.154  8.392  0.457
H  -1.103  9.438  -1.594
H  -0.019  8.072  -1.511
H  0.531  9.511  0.345
H  -0.189  8.013  0.982
H  -1.614  8.361  2.596
H  -2.429  9.918  2.797
H  -0.663  9.829  3.009

Gap between HOMO and LUMO   0.275 Eh
Net charge   +1



Question: Look up the gap between HOMO and LUMO of the first one.
Answer: 0.204 Eh



Question: What is the gap between HOMO and LUMO in the third record?
Answer: 0.275 Eh



Question: Which formula does entry 3 have?
Answer: C27H63N2O11